(1)
72
Properties=species:S:1:pos:R:3 method="wB97M-V/def2-TZVPD" charge=+1 e_homo_ev=-11.0 lumo_ev=-1.82 homo_lumo_gap_ev=9.144
K 0.9167 0.3208 -0.2710
O 2.4122 -2.8262 -1.2816
O 2.4623 -0.5564 -2.8564
O 2.9951 1.7064 -1.6427
O 2.4121 -1.4123 1.3377
O 3.4924 1.2642 0.8434
N -1.8390 2.0319 -0.3609
N -1.8513 -2.2388 -0.1816
N -2.6087 2.9561 1.6676
C -2.7160 2.7348 0.3168
C 4.1238 2.3604 0.2782
C 2.2418 -1.8613 -3.4501
C -2.3273 -2.6404 -1.3447
C 2.7262 -2.7931 1.1166
C 4.2636 0.1861 1.3283
C -3.7847 3.2488 2.4805
C 3.3523 -3.1087 -0.2675
C 2.9603 0.5208 -3.6264
C 3.0762 2.8167 -0.7513
C -3.4693 -3.3860 -1.4847
C 2.8812 -2.9454 -2.5990
C -1.5255 2.3835 2.4585
C -5.4781 -4.5266 -0.3628
C -2.4821 -2.5616 0.9220
C 2.5260 1.7971 -2.9611
C 3.4298 -0.7694 2.1233
C -3.8673 3.4286 -0.3792
C -4.2114 -3.6962 -0.2889
C -3.6660 -3.2838 0.9241
C -0.2660 3.2145 2.3728
C -4.4988 1.9774 2.8961
H -6.2904 -3.8909 -0.6701
H -1.8374 2.2675 3.4966
H 5.0738 2.1142 -0.1992
H -5.7134 -4.9556 0.6434
H 1.4191 1.9557 -3.0279
H 1.7782 -3.4085 1.2392
H 4.2607 3.1547 1.0252
H -3.7299 4.4837 -0.3175
H -4.4310 3.9382 2.0048
H 2.5556 0.5411 -4.6629
H 2.7068 -1.9167 -4.4615
H 2.0927 2.9826 -0.2305
H 1.1475 -1.9993 -3.5540
H -3.8511 3.1705 -1.4359
H -2.0139 -2.2124 1.8674
H 3.0198 -0.2365 3.0044
H 3.3931 3.7587 -1.2362
H -3.8441 -3.7623 -2.4570
H 0.0312 3.4233 1.3135
H 4.0857 0.4731 -3.6599
H -5.4977 2.2130 3.2956
H 0.5597 2.6558 2.8707
H 3.0572 2.6159 -3.5013
H 3.9921 -2.9055 -2.6120
H 2.5620 -3.8851 -3.0583
H -4.5633 1.3431 2.0132
H 3.6379 -4.2009 -0.2535
H -4.1904 -3.5027 1.8761
H -1.3447 1.3747 2.1191
H -5.3408 -5.3090 -1.1190
H -2.0567 2.0604 -1.3611
H -1.7253 -2.3486 -2.1838
H 3.4851 -3.0933 1.9124
H -3.8688 1.4828 3.6538
H -3.3880 3.7924 3.3609
H 4.7530 -0.3356 0.4539
H 4.3165 -2.5167 -0.4181
H -4.8262 3.0905 0.0677
H 5.1260 0.5979 1.9433
H -0.3169 4.1849 2.8586
H 4.0959 -1.5366 2.4439

(2)
76
Properties=species:S:1:pos:R:3 method="wB97M-V/def2-TZVPD" multiplicity=5 charge=0 e_homo_ev="-8.2 / -8.2" lumo_ev="-3.45 / -0.82" homo_lumo_gap_ev="4.740 / 7.372"
Mn 2.2754 0.2794 4.0823
Cl 0.7868 -0.6675 2.9731
Cl 2.2236 -0.3025 6.2007
Cl 3.9304 1.5449 3.2386
S -1.4183 3.5842 0.4802
Si 2.2990 -2.5866 0.0235
O -2.6183 -0.4456 1.4306
O -0.6033 4.4706 1.3804
O 0.3991 2.0370 2.5579
O 1.2076 -1.4743 -0.5507
N 0.9219 3.6752 4.0316
N -2.9498 -2.2257 -0.0007
C -2.1099 0.8944 -1.9846
C 0.0019 3.0743 5.0058
C 0.1768 0.1312 -1.9424
C -2.5164 4.7204 -0.3712
C 1.9544 4.6494 4.3565
C 1.1747 -1.0240 -1.9531
C -2.6079 2.6570 1.4737
C -0.6210 -2.5190 -5.1443
C -1.6395 2.1345 -2.4312
C -1.8024 -2.9818 0.4967
C 3.5099 -3.0386 -1.2973
C 0.6446 1.4159 -2.1910
C -3.2185 -0.9788 0.5041
C -1.1711 -0.0841 -1.6568
C 1.3364 -3.7200 1.1566
C -0.2761 2.4292 -2.4568
C -3.5924 -2.7130 -1.2123
C -0.3911 -1.9831 -3.7608
C 0.7995 -1.9751 -3.1005
C 3.5623 -1.8145 1.1852
C 0.9860 3.0906 2.8193
C 1.8662 -2.8021 -3.7591
H 0.1024 -2.1901 -5.9095
H 2.8487 -3.6705 -1.9027
H 1.7276 1.5700 -2.1528
H -1.2549 -1.4353 -3.3858
H 0.0548 3.4445 -2.7051
H 0.4906 2.3022 5.6300
H 2.2132 -0.6477 -2.0741
H -2.3393 2.9183 -2.7277
H -4.3597 -1.9938 -1.5112
H 1.8964 -3.8469 -3.3986
H 0.8832 -3.2539 2.0547
H -3.4735 2.2964 0.8985
H -2.0576 1.7856 1.8456
H -0.4234 3.8623 5.6299
H -3.1867 0.6941 -1.9173
H 3.7969 -2.0948 -1.8103
H -4.0441 -3.6944 -1.0512
H -4.0547 -0.4611 0.0086
H -1.9835 5.0369 -1.2766
H 1.5649 5.4335 5.0144
H -1.5565 -2.6918 1.5261
H -0.6972 -3.6121 -5.2599
H -3.4297 4.1770 -0.6320
H 0.5720 -4.2808 0.6068
H -1.4734 -1.0517 -1.2743
H 3.2407 -1.7312 2.2365
H 4.0333 -0.8754 0.8627
H -2.9167 3.3333 2.2812
H -2.8500 -2.8197 -2.0138
H 2.8557 -2.3473 -3.6546
H -2.0279 -4.0525 0.4242
H 1.6794 -2.9293 -4.8397
H -0.9004 -2.8150 -0.1199
H 1.6531 3.5131 2.0465
H 2.8313 4.1681 4.8228
H 4.2688 -2.6581 1.0702
H 4.4117 -3.6249 -1.0155
H -2.7146 5.5829 0.2832
H 2.3066 5.1284 3.4214
H -0.7723 2.5777 4.3976
H 2.1388 -4.4080 1.4645
H -1.5744 -2.0898 -5.4772